# 1
22
Properties=species:S:1:pos:R:3:lowdin_charge:R:1 method="wB97M-V/def2-TZVPD" homo_energy_ha=-0.3156 orbital_gap_ev=8.61 spin_multiplicity=1
C -1.515 1.250 0.867 -0.22
C 1.801 1.340 -1.631 -0.17
C 1.043 -0.878 -1.388 -0.17
N 1.572 0.192 -0.798 -0.09
N -0.211 1.397 0.274 0.10
C -0.483 -0.708 2.064 -0.48
C -1.156 -0.197 0.844 -0.23
C -1.467 -1.060 -0.223 -0.03
O -0.292 -2.049 2.044 0.10
O -0.132 -0.028 3.000 0.10
H 0.255 -2.277 2.812 0.13
H 0.494 1.538 0.998 0.08
H -1.651 1.671 1.863 0.12
H -2.316 1.512 0.178 0.11
H 1.490 2.249 -1.117 0.06
H 2.881 1.405 -1.803 0.08
H 1.307 1.304 -2.611 0.08
H 1.028 -0.939 -2.484 0.09
H -0.343 -0.918 -1.045 0.10
H 1.336 -1.825 -0.936 0.09
H -1.263 -2.119 -0.131 0.08
H -2.379 -0.859 -0.776 0.09

# 2
14
Properties=species:S:1:pos:R:3:lowdin_charge:R:1 method="wB97M-V/def2-TZVPD" homo_energy_ha=-0.1038 orbital_gap_ev=6.23 charge=-1 spin_multiplicity=1
C -0.235 1.042 -1.537 -0.25
C 0.293 1.273 -0.134 -0.62
S -0.979 1.018 1.146 0.70
C -1.004 -0.800 1.235 -0.47
H 0.546 1.149 -2.294 0.06
H -1.035 1.745 -1.781 0.05
H -0.574 0.014 -1.637 0.00
H 0.621 2.310 -0.021 0.05
H 1.142 0.626 0.105 -0.02
H -0.009 -1.116 1.534 -0.02
H -1.746 -1.088 1.976 0.01
H -1.209 -1.237 0.263 -0.01
S 1.413 -1.670 -0.858 -0.04
H 2.197 -2.664 -1.308 -0.45

# 3
49
Properties=species:S:1:pos:R:3:mulliken_spin:R:1 method="wB97M-V/def2-TZVPD" s_squared=2.0124 homo_energy_ha="-0.3383 / -0.4088" orbital_gap_ev="6.16 / 7.40" charge=+1 spin_multiplicity=3
Pt 0.300 0.055 0.567 1.27
N -1.052 -1.071 -0.999 0.03
C -2.342 -1.366 -0.426 -0.01
C -3.292 -2.108 -1.063 0.00
C -4.549 -2.354 -0.462 0.00
C -4.839 -1.834 0.764 0.00
C -3.872 -1.063 1.454 0.02
C -4.113 -0.494 2.727 -0.01
C -3.138 0.230 3.342 0.01
C -1.895 0.375 2.697 -0.01
N -1.641 -0.146 1.520 0.12
C -2.616 -0.848 0.865 0.00
H -1.131 -0.310 -1.675 0.00
H -0.674 -1.882 -1.476 0.00
H -3.082 -2.504 -2.050 0.00
H -5.282 -2.945 -0.992 0.00
H -5.803 -2.001 1.226 0.00
H -5.078 -0.640 3.196 0.00
H -3.289 0.688 4.309 0.00
H -1.090 0.931 3.159 0.00
C 1.837 0.526 3.215 0.06
C 1.586 1.035 1.812 0.13
O 2.201 2.033 1.458 0.04
H 2.060 1.356 3.887 -0.01
H 2.719 -0.121 3.176 -0.01
H 1.004 -0.069 3.588 0.00
Cl 0.741 -3.203 3.991 0.01
C 1.584 -3.894 2.607 0.00
Cl 3.277 -4.189 2.975 0.00
Cl 0.789 -5.369 2.062 0.00
C 1.519 -2.903 1.507 0.08
N 1.436 -2.087 0.701 -0.04
C 4.267 2.724 -1.426 0.00
C 2.961 2.409 -2.075 0.02
C 2.772 2.176 -3.414 0.02
C 1.490 1.828 -3.846 0.00
N 0.444 1.762 -3.019 0.02
C 0.630 2.066 -1.734 0.01
S -0.652 2.089 -0.587 0.21
N 1.880 2.349 -1.281 0.04
C 1.212 1.498 -5.278 0.00
H 5.078 2.669 -2.147 0.00
H 4.460 2.027 -0.609 0.00
H 4.239 3.728 -1.000 0.00
H 3.603 2.227 -4.102 0.00
H 1.987 2.375 -0.244 -0.02
H 2.111 1.525 -5.888 0.00
H 0.487 2.210 -5.673 0.00
H 0.758 0.509 -5.341 0.00

# 4
25
Properties=species:S:1:pos:R:3:mulliken_spin:R:1 method="wB97M-V/def2-TZVPD" s_squared=2.0034 homo_energy_ha="-0.1620 / -0.1629" orbital_gap_ev="2.86 / 2.88" spin_multiplicity=3
C -2.782 -0.673 -0.517 -0.01
C -3.149 -1.858 0.074 0.00
C -2.528 -2.521 1.172 -0.01
C -1.547 -1.931 2.046 0.00
C -1.052 -0.657 1.952 -0.01
Tm -0.496 -0.810 -0.155 2.03
P -1.556 1.435 -1.638 0.00
H -3.384 -0.342 -1.374 0.00
H -3.996 -2.419 -0.356 0.00
H -2.917 -3.512 1.432 0.00
H -0.497 -0.228 2.798 0.00
H -1.240 -2.597 2.868 0.00
H -1.424 2.732 -1.083 0.00
H -2.854 1.646 -2.134 0.00
H -0.923 1.681 -2.881 0.00
N 3.675 1.614 -0.891 0.00
C 3.266 0.964 0.427 0.00
C 2.001 0.249 0.138 0.00
O 1.702 -0.857 0.680 0.00
O 1.231 0.795 -0.761 0.00
H 4.000 0.893 -1.556 0.00
H 4.454 2.280 -0.804 0.00
H 2.868 2.072 -1.350 0.00
H 4.048 0.278 0.767 0.00
H 3.101 1.768 1.148 0.00

# 5
30
Properties=species:S:1:pos:R:3:mulliken_spin:R:1 method="wB97M-V/def2-TZVPD" s_squared=3.9226 homo_energy_ha="0.0029 / 0.0016" orbital_gap_ev="4.95 / 5.00" charge=-2 spin_multiplicity=4
Cr 0.421 -1.056 -0.925 3.39
Cl 0.780 -2.856 -2.181 0.05
C 0.122 -1.863 0.928 -0.23
H -0.644 -1.306 1.494 0.02
H 1.047 -1.938 1.527 0.02
H -0.266 -2.885 0.742 0.01
Zn 3.226 1.214 -0.469 0.01
C 3.316 2.819 -1.637 -0.01
C 4.829 0.254 0.272 0.00
C 1.462 0.332 0.233 -0.30
H 4.831 0.365 1.364 0.00
H 4.800 -0.812 0.004 0.00
H 5.734 0.718 -0.137 0.00
H 2.871 3.678 -1.118 0.00
H 4.371 3.042 -1.846 0.00
H 2.785 2.634 -2.581 0.00
H 1.762 0.065 1.278 0.03
H 0.807 1.240 0.348 0.03
S -1.246 0.192 -1.778 0.01
C -2.547 -0.102 -0.678 0.00
C -3.117 0.997 0.009 0.02
C -4.111 0.773 0.958 0.00
C -4.569 -0.529 1.202 0.00
C -4.040 -1.613 0.491 0.00
C -3.035 -1.409 -0.452 -0.01
H -2.727 1.994 -0.198 0.00
H -4.540 1.611 1.512 0.00
H -5.345 -0.698 1.949 0.00
H -4.405 -2.622 0.677 0.00
H -2.572 -2.238 -0.988 -0.01

# 6
11
Properties=species:S:1:pos:R:3:lowdin_charge:R:1 method="wB97M-V/def2-TZVPD" homo_energy_ha=-0.3205 orbital_gap_ev=9.44 spin_multiplicity=1 smiles="O=C1NN=CNN1"
C 1.342 -0.109 0.036 -0.54
C -1.464 -0.294 0.021 -0.25
H 1.008 1.808 -0.481 0.14
H -1.342 1.623 0.756 0.19
H -2.565 -0.252 -0.298 0.14
H 1.162 -2.017 0.016 0.10
N 0.551 1.063 0.082 0.06
N -0.962 0.996 -0.124 -0.01
N -0.815 -1.438 0.028 0.05
N 0.551 -1.282 -0.021 0.03
O 2.533 -0.098 -0.016 0.10

# 7
148
Properties=species:S:1:pos:R:3:lowdin_charge:R:1 method="wB97M-V/def2-TZVPD" homo_energy_ha=-0.3540 orbital_gap_ev=9.75 spin_multiplicity=1 smiles="FC(F)C(F)(F)COC(F)(F)C(F)F.FC(F)C(F)(F)COC(F)(F)C(F)F.CCOS(C)(=O)=O.CCOS(C)(=O)=O.CCOS(C)(=O)=O.CCOS(C)(=O)=O.CCOS(C)(=O)=O.CCOS(C)(=O)=O.c1ccncc1.c1ccncc1"
O 4.847 -3.765 2.140 -0.30
S 5.925 -2.969 1.611 0.65
O 7.197 -2.833 2.302 -0.29
O 6.283 -3.400 0.056 -0.25
C 5.272 -4.174 -0.595 -0.28
C 4.004 -3.406 -0.945 -0.08
C 5.317 -1.288 1.324 -0.09
H 5.108 -5.132 -0.104 0.12
H 5.742 -4.390 -1.561 0.12
H 3.368 -3.428 -0.057 0.06
H 3.383 -3.785 -1.754 0.08
H 4.278 -2.384 -1.211 0.08
H 5.461 -0.753 2.258 0.07
H 4.288 -1.409 1.002 0.03
H 5.897 -0.830 0.527 0.08
O 0.613 5.446 0.624 -0.28
S 0.318 4.926 1.933 0.62
O 0.660 3.556 2.261 -0.29
O 1.092 5.838 3.037 -0.26
C 0.990 7.258 2.892 -0.31
C 2.342 7.854 3.192 -0.06
C -1.397 5.289 2.384 -0.10
H 0.206 7.597 3.584 0.12
H 0.581 7.601 1.938 0.12
H 2.262 8.946 3.196 0.08
H 3.016 7.534 2.400 0.09
H 2.705 7.675 4.203 0.08
H -1.469 4.994 3.430 0.07
H -2.079 4.852 1.663 0.06
H -1.534 6.370 2.413 0.06
O -1.536 -4.462 -7.627 -0.28
S -1.194 -3.073 -7.467 0.61
O -2.011 -2.066 -8.063 -0.27
O -1.015 -2.754 -5.888 -0.24
C -0.796 -1.440 -5.458 -0.30
C -0.751 -1.398 -3.931 -0.06
C 0.508 -2.907 -8.069 -0.12
H -1.555 -0.727 -5.803 0.12
H 0.121 -0.962 -5.825 0.10
H -1.482 -2.019 -3.419 0.07
H -0.846 -0.335 -3.696 0.07
H 0.242 -1.675 -3.568 0.08
H 0.510 -3.046 -9.146 0.07
H 1.180 -3.553 -7.511 0.07
H 0.867 -1.888 -7.907 0.06
O -1.171 -0.763 2.819 -0.32
S -2.176 -0.302 3.768 0.64
O -3.567 -0.649 3.593 -0.28
O -1.711 -0.606 5.277 -0.27
C -0.260 -0.616 5.543 -0.23
C 0.136 0.476 6.523 -0.06
C -1.993 1.519 3.895 -0.07
H 0.288 -0.622 4.605 0.10
H -0.157 -1.542 6.105 0.11
H 1.064 0.132 6.984 0.07
H -0.594 0.493 7.332 0.09
H 0.318 1.449 6.074 0.08
H -1.588 1.766 4.866 0.05
H -3.014 1.897 3.826 0.06
H -1.381 1.884 3.075 0.04
O 3.020 -1.572 3.617 -0.29
S 3.228 -1.947 4.998 0.60
O 3.278 -0.928 6.004 -0.27
O 2.092 -2.994 5.482 -0.29
C 1.490 -3.856 4.479 -0.23
C 0.720 -4.856 5.325 -0.06
C 4.630 -3.024 5.146 -0.11
H 2.220 -4.325 3.821 0.12
H 0.818 -3.230 3.892 0.11
H 1.297 -5.593 5.889 0.08
H -0.018 -5.474 4.809 0.08
H 0.181 -4.323 6.112 0.08
H 4.854 -3.146 6.203 0.08
H 5.527 -2.625 4.669 0.07
H 4.461 -3.958 4.616 0.06
O 1.340 -1.747 -0.344 -0.31
S 1.588 -0.315 -0.365 0.62
O 2.760 0.182 -1.007 -0.27
O 0.245 0.425 -0.890 -0.25
C -1.043 -0.027 -0.463 -0.26
C -1.747 1.061 0.316 -0.05
C 1.557 0.313 1.352 -0.06
H -0.982 -0.937 0.138 0.10
H -1.651 -0.343 -1.315 0.11
H -2.702 0.616 0.608 0.08
H -1.957 2.003 -0.186 0.09
H -1.126 1.204 1.197 0.03
H 1.816 1.360 1.209 0.07
H 2.289 -0.339 1.817 0.03
H 0.553 0.236 1.754 0.03
N -2.494 -5.021 -1.969 0.07
C -1.256 -4.566 -2.007 -0.16
C -0.589 -4.031 -0.908 -0.07
C -1.186 -4.088 0.332 -0.06
C -2.508 -4.532 0.382 -0.10
C -3.129 -4.927 -0.786 -0.18
H -0.757 -4.587 -2.972 0.11
H 0.439 -3.716 -1.011 0.08
H -0.757 -3.726 1.258 0.10
H -2.980 -4.632 1.351 0.10
H -4.135 -5.330 -0.777 0.11
N -6.451 -0.621 -1.368 0.06
C -5.196 -1.013 -1.568 -0.15
C -4.545 -2.026 -0.861 -0.05
C -5.213 -2.524 0.266 -0.06
C -6.549 -2.166 0.444 -0.07
C -7.089 -1.168 -0.328 -0.17
H -4.686 -0.513 -2.385 0.11
H -3.509 -2.287 -1.024 0.08
H -4.783 -3.250 0.940 0.09
H -7.136 -2.613 1.235 0.11
H -8.061 -0.759 -0.076 0.11
C -5.892 2.939 -1.609 -0.05
C -5.315 3.455 -2.935 -0.42
C -4.549 4.748 -2.716 -0.29
F -3.295 4.445 -2.266 0.08
F -4.360 5.566 -3.783 0.10
F -4.633 2.471 -3.579 0.12
F -6.359 3.772 -3.778 0.10
O -4.867 2.737 -0.625 0.03
C -5.193 3.060 0.672 -0.55
C -6.013 1.934 1.307 -0.27
F -5.954 1.981 2.660 0.10
F -7.338 1.898 0.971 0.09
F -4.049 3.165 1.349 0.15
F -5.868 4.231 0.773 0.14
H -6.314 1.936 -1.705 0.13
H -6.674 3.664 -1.379 0.15
H -5.058 5.355 -1.960 0.17
H -5.616 0.976 0.947 0.16
C 4.291 1.865 -5.049 -0.07
C 3.011 2.622 -4.628 -0.42
C 1.977 1.635 -4.120 -0.27
F 0.782 2.141 -3.696 0.08
F 1.735 0.727 -5.113 0.08
F 3.358 3.548 -3.682 0.12
F 2.605 3.330 -5.720 0.12
O 4.761 0.994 -4.035 0.03
C 5.783 1.356 -3.143 -0.51
C 6.995 1.978 -3.844 -0.29
F 6.731 3.205 -4.346 0.09
F 8.063 1.991 -3.014 0.10
F 5.187 2.056 -2.156 0.16
F 6.227 0.196 -2.621 0.15
H 4.992 2.569 -5.492 0.14
H 3.964 1.227 -5.871 0.14
H 2.311 1.115 -3.217 0.14
H 7.295 1.359 -4.693 0.18

# 8
92
Properties=species:S:1:pos:R:3:mulliken_spin:R:1 method="wB97M-V/def2-TZVPD" s_squared=6.0270 homo_energy_ha="-0.4366 / -0.4367" orbital_gap_ev="5.75 / 5.53" charge=+2 spin_multiplicity=5
Cr -0.186 0.311 0.339 3.91
C 10.083 -0.231 9.075 0.00
O 8.679 -0.177 9.216 0.00
C 7.889 -0.120 8.149 0.00
C 6.511 -0.082 8.433 0.00
C 5.593 -0.073 7.423 0.00
C 6.010 -0.090 6.080 0.00
C 7.382 -0.109 5.796 0.00
C 8.313 -0.122 6.811 0.00
C 4.996 -0.110 5.066 0.00
N 3.701 -0.131 5.324 0.00
C 3.075 -0.170 4.136 0.01
C 4.020 -0.160 3.086 0.00
N 5.229 -0.129 3.712 0.00
C 3.642 -0.188 1.724 -0.03
C 4.493 -0.241 0.610 0.03
C 3.935 -0.273 -0.655 0.01
C 2.558 -0.139 -0.804 0.09
N 1.721 -0.046 0.228 -0.14
C 2.240 -0.163 1.478 -0.06
C 1.291 -0.332 2.525 0.00
N 0.012 -0.602 2.140 0.11
C -0.865 -0.932 3.085 0.10
C -0.563 -0.924 4.442 -0.01
C 0.716 -0.600 4.859 0.03
C 1.685 -0.336 3.883 -0.07
H 10.474 -0.258 10.091 0.00
H 10.452 0.656 8.554 0.00
H 10.396 -1.134 8.542 0.00
H 6.221 -0.082 9.470 0.00
H 4.537 -0.064 7.632 0.00
H 7.740 -0.129 4.776 0.00
H 9.362 -0.150 6.560 0.00
H 6.137 -0.145 3.280 0.00
H 5.565 -0.264 0.736 0.00
H 4.559 -0.367 -1.529 0.00
H 2.109 -0.078 -1.790 -0.02
H -1.848 -1.236 2.744 -0.01
H -1.330 -1.185 5.154 0.00
H 0.993 -0.589 5.901 0.00
N -7.356 -1.124 -0.097 0.01
C -6.237 -0.887 -0.091 0.00
C -4.859 -0.572 -0.071 0.01
C -3.869 -1.561 -0.128 -0.02
C -2.547 -1.199 -0.005 0.14
N -2.129 0.078 0.135 -0.12
C -3.090 1.018 0.108 0.07
C -4.438 0.756 0.025 0.01
H -4.147 -2.593 -0.255 0.00
H -1.769 -1.958 -0.005 -0.02
H -2.748 2.037 0.162 -0.03
H -5.150 1.566 0.042 0.00
C 2.775 3.453 1.219 -0.01
C 2.076 3.953 -0.036 0.01
C 2.752 3.399 -1.280 0.00
C 2.110 5.471 -0.075 0.00
Sb -0.014 3.037 0.006 -0.02
C -0.938 3.616 -2.008 -0.01
C -2.454 3.533 -1.960 0.00
C -0.511 5.013 -2.407 0.00
C -0.395 2.563 -2.961 0.04
C -0.959 3.887 1.923 -0.04
C -0.384 3.037 3.046 0.03
C -0.585 5.350 2.070 0.00
C -2.474 3.753 1.937 0.00
H 3.843 3.655 1.153 0.00
H 2.643 2.380 1.354 0.01
H 2.403 3.966 2.102 0.00
H 3.812 3.648 -1.266 0.00
H 2.334 3.839 -2.181 0.00
H 2.663 2.315 -1.338 0.00
H 3.147 5.798 -0.146 0.00
H 1.693 5.919 0.818 0.00
H 1.584 5.876 -0.931 0.00
H -2.865 4.098 -1.125 0.00
H -2.794 2.500 -1.917 0.00
H -2.861 3.971 -2.870 0.00
H -0.867 5.751 -1.691 0.00
H -0.940 5.256 -3.379 0.00
H 0.567 5.092 -2.506 0.00
H -0.588 1.548 -2.584 -0.01
H 0.674 2.682 -3.123 0.00
H -0.887 2.666 -3.925 0.00
H 0.696 3.132 3.124 0.00
H -0.636 1.980 2.911 0.00
H -0.808 3.369 3.992 0.00
H 0.479 5.462 2.250 0.00
H -1.102 5.780 2.927 0.00
H -0.874 5.927 1.191 0.00
H -2.784 2.720 2.074 0.00
H -2.928 4.171 1.042 0.00
H -2.863 4.320 2.782 0.00